{
  "formula": "C10H14NO4P",
  "method": "wB97M-V/def2-TZVPD",
  "e_lumo_ev": -0.17,
  "gap_ev": 9.284,
  "symbols": ["C", "C", "C", "H", "H", "H", "H", "O", "P", "O", "O", "H", "N", "C", "O", "C", "C", "C", "C", "C", "C", "H", "H", "H", "H", "H", "H", "H", "H", "H"],
  "coordinates": [[-0.08207, 1.19035, 4.30887], [0.76289, 0.85057, 2.92468], [1.50732, 1.95923, 2.40307], [2.08127, 1.83079, 1.57422], [1.02281, 2.98839, 2.28308], [2.22410, 2.51665, 3.33297], [1.34682, 0.21432, 3.33523], [-0.05810, 0.39566, 2.09633], [-0.24888, -1.14562, 1.78444], [0.58226, -1.96288, 2.39585], [-1.95217, -1.55992, 1.95214], [-2.27544, -0.91810, 1.35993], [0.11239, -1.00118, -0.00654], [-0.98380, -0.64422, -0.85160], [-1.82875, -0.08572, -0.45105], [-0.63781, -0.53516, -2.20795], [0.28265, -1.44606, -2.86477], [0.53339, -1.51993, -4.12589], [0.11657, -0.73536, -5.07069], [-0.84657, 0.38406, -4.41979], [-0.95365, 0.35415, -3.06945], [-1.85825, 1.10549, -2.55479], [-1.20397, 1.07263, -5.07712], [0.17112, -0.57873, -5.95834], [1.38830, -2.61938, -4.54764], [0.64605, -2.44735, -2.26501], [0.88370, -1.35031, -0.30372], [-0.55015, 0.10889, 4.67146], [-0.81377, 2.03736, 4.25243], [0.63175, 1.54139, 5.09966]],
  "atomic_forces_ev_per_a": [[0.530, -1.224, 0.507], [-1.528, 6.601, 6.703], [1.616, 6.956, 4.563], [1.782, -0.810, -2.282], [-0.578, -1.747, -0.408], [-1.371, -2.382, -2.503], [4.462, -4.840, 2.058], [-6.249, -3.683, -6.090], [-10.620, 8.050, -9.038], [9.066, -9.243, 6.996], [5.297, 0.145, 0.594], [-1.748, 1.532, -1.486], [-8.426, 1.570, 4.634], [13.008, -4.388, -2.235], [-13.035, 6.492, 6.145], [6.129, -6.942, -2.655], [-1.291, -3.551, 8.553], [5.946, -6.478, -4.729], [-6.259, 5.713, 10.491], [5.055, -5.196, -1.196], [-7.866, 7.733, -0.866], [2.682, -1.465, -1.693], [-1.218, 1.999, -1.309], [1.381, 0.670, -10.634], [-2.660, 3.461, 1.360], [-0.826, 2.816, -1.122], [6.029, -3.099, -2.489], [0.913, 3.033, -0.910], [0.222, -1.114, -0.409], [-0.441, -0.608, -0.550]]
}